Version i
{"formula": "C5H13NO2", "method": "ωB97M-V/def2-TZVPD", "elements": ["C", "C", "C", "C", "N", "C", "O", "H", "H", "H", "H", "H", "H", "H", "H", "H", "H", "H", "O", "H", "H"], "xyz": [[-1.38012, -1.68088, -1.25667], [-1.96091, -0.57630, -0.81302], [-1.89416, -0.01701, 0.57503], [-0.61610, 0.05610, 1.43952], [0.58391, 0.59422, 0.82015], [1.53801, -0.38980, 0.36933], [2.30190, -0.88455, 1.46488], [-1.46350, -2.06697, -2.25098], [-0.83813, -2.26007, -0.53082], [-2.50451, 0.01789, -1.55377], [-2.73116, -0.40818, 1.17184], [-2.18058, 1.09265, 0.43626], [-0.43053, -1.03628, 1.66134], [-0.83304, 0.75269, 2.24383], [0.44921, 1.20321, 0.00985], [1.01319, -1.27119, -0.05199], [2.29400, -0.12225, -0.37036], [2.48204, -0.08014, 1.97307], [0.77217, 2.33107, -2.09849], [1.63780, 2.37157, -2.51482], [0.25606, 1.77325, -2.69544]], "e_lumo_ev": 0.61, "multiplicity": 1, "molar_mass_g_mol": 119.2, "gap_ev": 9.543, "homo_energy_ev": -8.93, "charge": 0}

***

Version ii
{"formula": "C5H13NO2", "method": "ωB97M-V/def2-TZVPD", "elements": ["C", "C", "O", "O", "H", "H", "H", "H", "C", "C", "C", "N", "H", "H", "H", "H", "H", "H", "H", "H", "H"], "xyz": [[-0.85686, -2.68605, 0.85644], [0.53483, -2.40178, 1.43806], [0.92278, -3.02462, 2.39664], [1.23660, -1.46545, 0.84293], [-0.77092, -3.06499, -0.16293], [-1.26980, -3.47508, 1.48063], [-1.50035, -1.80758, 0.86907], [0.69790, -0.97385, 0.04332], [1.00660, 1.75821, 0.43780], [-0.17958, 1.19512, -0.31436], [-0.73992, 2.21548, -1.30448], [0.18031, -0.08829, -0.99937], [1.54145, 0.98371, 0.98344], [1.71419, 2.22041, -0.25477], [0.67276, 2.51563, 1.14359], [-0.98761, 0.90270, 0.36173], [0.03149, 2.47757, -2.03224], [-0.97767, 3.12697, -0.75169], [-1.64111, 1.87573, -1.81263], [-0.59126, -0.34477, -1.60237], [0.97616, 0.06096, -1.61881]], "e_lumo_ev": 0.57, "multiplicity": 1, "molar_mass_g_mol": 119.2, "gap_ev": 9.905, "homo_energy_ev": -9.33, "charge": 0}

***

Name the least stable of them. version i.

***

Version i
{"formula": "C5H13NO2", "method": "ωB97M-V/def2-TZVPD", "elements": ["C", "C", "N", "C", "C", "C", "O", "H", "H", "H", "H", "H", "H", "H", "H", "H", "H", "H", "O", "H", "H"], "xyz": [[-1.22742, 1.69189, -0.86241], [-0.24813, 1.10088, -0.18259], [1.07926, 1.37992, -0.40893], [-0.51521, -0.08298, 0.71151], [-0.22847, -1.40388, 0.02211], [-1.18429, -1.75202, -1.10660], [-2.49382, -2.03464, -0.60255], [-2.25301, 1.35570, -0.77420], [-1.14276, 2.59156, -1.45618], [1.82652, 1.29973, 0.26457], [1.31924, 2.04447, -1.12654], [0.11483, 0.02538, 1.59445], [-1.54139, -0.01619, 1.07974], [0.77677, -1.38924, -0.39619], [-0.30351, -2.23007, 0.72739], [-0.82988, -2.69357, -1.51793], [-1.22722, -1.00040, -1.88816], [-3.04351, -1.25066, -0.68415], [3.37719, 0.99495, 2.05574], [4.17554, 0.68955, 1.60342], [3.56926, 0.67965, 2.94748]], "e_lumo_ev": 0.54, "multiplicity": 1, "molar_mass_g_mol": 119.2, "gap_ev": 8.473, "homo_energy_ev": -7.93, "charge": 0}

***

Version ii
{"formula": "C5H13NO2", "method": "ωB97M-V/def2-TZVPD", "elements": ["O", "C", "C", "C", "C", "C", "N", "H", "H", "H", "H", "H", "H", "H", "H", "H", "H", "H", "O", "H", "H"], "xyz": [[1.76931, -0.39083, 2.11326], [0.34693, -0.18098, 2.00929], [-0.31066, -0.83076, 0.75339], [0.61679, -0.96496, -0.46726], [-0.25911, -0.53926, -1.68298], [-1.35626, 0.31331, -1.07006], [-1.50593, -0.03422, 0.35850], [2.23811, 0.21805, 1.53727], [0.16813, 0.88954, 1.97395], [-0.01344, -0.70716, 2.88594], [-0.62368, -1.82583, 1.03810], [0.86485, -2.01427, -0.57807], [1.56837, -0.45533, -0.38322], [0.33008, -0.09583, -2.46668], [-0.71852, -1.46166, -2.02872], [-0.99957, 1.34757, -1.10613], [-2.35897, 0.35980, -1.49175], [-2.27344, -0.66722, 0.46327], [1.18389, 2.35736, -0.72967], [0.83412, 1.73619, -0.08170], [0.49900, 2.94648, -1.04673]], "e_lumo_ev": 0.75, "multiplicity": 1, "molar_mass_g_mol": 119.2, "gap_ev": 9.924, "homo_energy_ev": -9.18, "charge": 0}

***

Name the least stable of them. version ii.

***

Version i
{"formula": "C3H4F2", "method": "ωB97M-V/def2-TZVPD", "elements": ["C", "C", "C", "F", "F", "H", "H", "H", "H"], "xyz": [[1.93052, -0.02966, -0.01286], [0.63917, -0.78475, 0.01755], [-0.48074, -0.04936, -0.05515], [-0.49586, 1.27846, 0.01663], [-1.67760, -0.59198, 0.01650], [2.83688, -0.57591, -0.21306], [1.48886, 0.75517, -0.69932], [2.21600, 0.61157, 0.83571], [0.48571, -1.78648, 0.08126]], "e_lumo_ev": 0.99, "multiplicity": 1, "molar_mass_g_mol": 78.1, "gap_ev": 10.220, "homo_energy_ev": -9.23, "charge": 0}

***

Version ii
{"formula": "C3H4F2", "method": "ωB97M-V/def2-TZVPD", "elements": ["C", "C", "C", "F", "F", "H", "H", "H", "H"], "xyz": [[-1.43919, 0.48157, 0.60088], [-0.84244, -0.42771, -0.11585], [1.57242, -0.20135, -0.48285], [2.28416, -1.24304, -0.73152], [1.77739, 0.29617, 0.69716], [-2.59021, 0.46112, 0.67848], [-1.11653, 1.33616, 1.22022], [-1.25883, -1.24299, -0.63303], [1.61321, 0.54006, -1.23350]], "e_lumo_ev": [0.56, 0.47], "multiplicity": 1, "molar_mass_g_mol": 78.1, "gap_ev": [9.173, 9.073], "homo_energy_ev": [-8.62, -8.61], "charge": 0}

***

Version iii
{"formula": "C3H4F2", "method": "ωB97M-V/def2-TZVPD", "elements": ["C", "C", "C", "F", "F", "H", "H", "H", "H"], "xyz": [[-0.58714, 0.08567, 0.80150], [-0.35729, -0.15385, -0.75513], [0.66779, 0.36817, 0.06834], [1.36437, 1.43305, -0.05424], [2.10452, -1.41829, 0.07500], [-1.09260, 1.01949, 0.86576], [-0.63712, -0.66431, 1.55661], [-0.50551, -1.16339, -1.18971], [-0.95702, 0.49345, -1.36813]], "e_lumo_ev": -1.42, "multiplicity": 1, "molar_mass_g_mol": 78.1, "gap_ev": 9.255, "homo_energy_ev": -10.67, "charge": 0}

***

Name the least stable of them. version iii.

***

Version i
{"formula": "C3H4N2OS", "method": "ωB97M-V/def2-TZVPD", "elements": ["C", "C", "C", "N", "N", "O", "S", "H", "H", "H", "H"], "xyz": [[1.01585, 1.24936, 0.04107], [-0.08095, 0.76158, 0.50388], [-0.14657, -0.56165, 1.28138], [-1.31595, 0.35669, -2.25431], [-0.63833, -0.53340, -2.31683], [2.06805, 1.70419, -0.19890], [0.45770, -1.60711, -2.19566], [-1.03302, 1.32733, 0.62762], [-0.53495, -0.21098, 2.34824], [0.95959, -1.04879, 1.37465], [-0.75140, -1.43722, 0.78886]], "e_lumo_ev": [0.33, -2.04], "multiplicity": 3, "molar_mass_g_mol": 116.1, "gap_ev": [5.991, 8.160], "homo_energy_ev": [-5.66, -10.20], "charge": 0}

***

Version ii
{"formula": "C3H4N2OS", "method": "ωB97M-V/def2-TZVPD", "elements": ["C", "C", "C", "N", "N", "O", "S", "H", "H", "H", "H"], "xyz": [[-2.53354, 1.69936, 0.04566], [-2.41184, 0.33814, -0.02688], [0.41667, 0.64927, -0.04254], [-2.61500, 2.84455, 0.08183], [-0.65829, -0.14776, -0.70689], [-2.98715, -2.19781, -0.16946], [-3.51486, -0.84306, 0.05337], [0.68366, 1.61137, -0.51911], [0.36830, 0.69302, 1.08794], [1.38534, 0.26121, -0.27820], [-0.80970, -1.18068, -0.42666]], "e_lumo_ev": [-0.90, -3.57], "multiplicity": 3, "molar_mass_g_mol": 116.1, "gap_ev": [6.355, 5.982], "homo_energy_ev": [-7.26, -9.56], "charge": 0}

***

Name the least stable of them. version ii.